3 unconnected molecules or ions with the total composition C6H16N4O2 at a distorted geometry. Source: the Open Molecules 2025 dataset; level of theory: the ωB97M-V functional and the def2-TZVPD basis.

Values from the calculation:
E_HOMO: -16.30 eV
Total charge: +2
Orbital gap: 10.376 eV
Calculated total energy: -607.178454 hartree
Lowest unoccupied orbital energy: -5.92 eV
ΔE to the lowest compared entry with this formula, charge and spin: 0.00 kJ/mol

```
28
Properties=species:S:1:pos:R:3:forces:R:3
C -0.35693 -1.08174 -0.02303 -0.211 -0.133 0.405
C 0.85365 5.95130 2.90775 -0.058 -0.074 -0.102
C 0.53548 -5.27615 -1.24772 0.056 0.020 0.074
C -1.18948 1.23197 -0.34545 0.208 0.102 0.090
C -0.47722 2.33544 0.45640 0.321 -0.360 -0.657
C 0.76047 -4.15533 -1.89647 -0.267 -0.171 -0.174
N -1.18645 -0.06775 0.29453 -0.393 0.241 0.195
N 0.67290 -1.06999 -0.76990 0.299 0.329 -0.360
N -1.36545 3.02055 1.43805 -0.185 0.280 0.292
N 1.84241 -3.24477 -1.56230 0.267 -0.104 0.045
O 0.17285 5.09140 2.53322 -0.862 -1.111 -0.451
O 1.52737 6.78855 3.25746 0.967 1.235 0.573
H 1.15290 -5.62160 -0.43453 0.195 -0.012 0.150
H -0.28880 -5.91039 -1.51905 -0.182 -0.056 -0.117
H -0.60775 -2.02318 0.45362 -0.138 -0.033 0.075
H -2.22256 1.52542 -0.55299 0.058 -0.060 -0.090
H -0.68744 1.14315 -1.31359 -0.137 0.102 0.096
H -0.11389 3.09692 -0.23647 -0.064 0.047 0.183
H 0.37614 1.91926 0.99440 -0.095 0.140 0.043
H -1.98098 -0.29952 0.87145 0.065 -0.155 -0.116
H 0.92394 -0.19100 -1.20733 -0.056 0.117 0.030
H 1.38730 -2.26263 -1.18000 0.169 -0.254 -0.054
H -2.18473 3.43148 0.96683 0.225 -0.108 0.229
H -0.84472 3.79908 1.90395 -0.256 -0.286 -0.126
H -1.70226 2.38309 2.17089 0.060 0.200 -0.162
H 2.40513 -3.04088 -2.39324 0.038 -0.081 0.197
H 2.44790 -3.66027 -0.84816 -0.015 0.149 -0.206
H 0.15021 -3.81242 -2.71832 -0.007 0.039 -0.063
```
Forces are in eV/Å.

=====

A gas-phase ion, C6H16N4Si (charge +2) at a distorted geometry. Source: the Open Molecules 2025 dataset; level of theory: the ωB97M-V functional and the def2-TZVPD basis.

Values from the calculation:
E_HOMO: -17.54 eV
Total charge: +2
Orbital gap: 8.824 eV
SMILES: C[Si](C)(C)C1=[NH+]CNC(=[NH2+])N1
Calculated total energy: -746.121742 hartree
Lowest unoccupied orbital energy: -8.72 eV
ΔE to the lowest compared entry with this formula, charge and spin: 110.34 kJ/mol

```
27
Properties=species:S:1:pos:R:3:forces:R:3
C -2.05465 -0.02130 1.77892 -0.339 1.059 -0.871
Si -1.59692 0.08768 -0.02653 -0.258 -0.268 -0.184
C -2.31447 -1.24925 -1.14936 2.003 3.804 -0.406
C -1.58104 1.81866 -0.75291 1.353 0.307 -0.586
C 0.39470 -0.19506 -0.02425 2.518 -4.892 0.459
N 0.96839 -1.51531 -0.08790 -4.974 5.404 1.053
C 2.31561 -1.79152 -0.15002 3.797 -2.131 -0.848
N 3.18436 -0.57170 -0.27679 -1.872 1.325 1.306
C 2.67561 0.65915 0.06817 1.299 -2.213 -1.381
N 3.43833 1.70822 0.19922 -1.057 1.662 0.045
N 1.30749 0.80804 0.12263 0.788 -3.695 -0.352
H -3.22254 -0.03436 1.80454 2.067 1.010 0.410
H -1.83545 -1.00682 2.13160 0.563 -0.593 0.493
H -1.36762 0.78551 2.25514 -2.030 -1.238 -0.016
H -1.67069 -1.91896 -1.60479 1.479 -1.539 -0.616
H -3.12419 -1.71361 -0.76558 -2.685 -1.465 1.292
H -2.59216 -0.59247 -1.97124 -0.594 -0.141 -0.356
H -2.40154 2.01962 -1.42165 -1.305 0.251 0.639
H -1.40863 2.64818 0.01937 -0.297 -1.020 -1.386
H -0.88561 1.85570 -1.65966 0.216 0.057 1.522
H 0.29338 -2.28853 0.03877 0.619 0.602 -0.410
H 2.45691 -2.40886 -1.03911 0.289 0.391 -0.520
H 2.71745 -2.53535 0.59084 -0.603 1.263 0.335
H 4.20237 -0.71102 -0.30552 -0.706 0.085 0.060
H 4.40465 1.73718 -0.02073 1.086 -0.587 -0.067
H 3.06730 2.67176 0.22340 -0.107 -0.873 0.206
H 0.93943 1.67879 0.17927 -1.252 3.437 0.180
```
Forces are in eV/Å.

=====

2 unconnected molecules or ions with the total composition C6H16NO at a distorted geometry. Source: the Open Molecules 2025 dataset; level of theory: the ωB97M-V functional and the def2-TZVPD basis.

Values from the calculation:
2S+1: 2
E_HOMO (spin up / spin down): -2.37 / -9.78 eV
Total charge: 0
Orbital gap (spin up / spin down): 2.478 / 10.380 eV
Calculated total energy: -368.004431 hartree
Lowest unoccupied orbital energy (spin up / spin down): 0.11 / 0.60 eV
ΔE to the lowest compared entry with this formula, charge and spin: 311.78 kJ/mol

```
24
Properties=species:S:1:pos:R:3:forces:R:3
C 0.09304 2.42733 -0.74217 0.787 1.121 2.560
C 0.04947 0.97884 -0.19579 -1.598 1.790 -0.812
C -1.33432 0.69866 0.43066 1.306 -1.558 1.470
C -1.53574 -0.85027 0.60516 -1.836 1.537 0.173
C -0.32450 -2.96230 1.13247 -0.056 -0.012 0.011
C -0.39934 -1.61066 1.20957 -0.608 -1.458 -0.843
N 0.32772 0.02494 -1.39163 0.508 1.471 1.565
H -0.43480 3.16009 -0.02854 0.767 -1.329 -0.668
H 1.15072 2.75068 -0.72305 -0.415 -0.011 -0.345
H -0.35357 2.68284 -1.66839 -0.467 -0.523 -1.212
H 0.81842 0.94266 0.61336 -0.131 -0.589 -0.586
H -1.21068 1.08215 1.47886 -0.434 0.135 -0.953
H -2.23756 1.12588 -0.04743 0.769 -0.011 -0.021
H -1.83463 -1.18956 -0.38817 0.002 -0.653 -0.204
H -2.47576 -0.87794 1.21094 0.680 -0.520 -0.281
H -1.15540 -3.59324 0.70710 0.768 1.053 0.314
H 0.51608 -3.59785 1.48976 -0.526 0.962 -0.090
H 0.36268 -0.94279 1.57924 0.758 -0.342 0.601
H 0.64903 -0.89198 -1.06480 0.427 0.260 -0.321
H 0.95307 0.51790 -2.04617 0.286 -0.810 0.495
H -0.52794 -0.10759 -1.88634 -1.508 -0.417 -0.877
H 3.68538 -0.00859 -0.34014 -0.157 0.005 -0.461
H 2.49223 0.13487 0.50408 -0.357 0.094 0.498
O 2.72640 0.10591 -0.43859 1.033 -0.193 -0.011
```
Forces are in eV/Å.

=====

2 unconnected molecules or ions with the total composition C6H16NO at a distorted geometry. Source: the Open Molecules 2025 dataset; level of theory: the ωB97M-V functional and the def2-TZVPD basis.

Values from the calculation:
2S+1: 2
E_HOMO (spin up / spin down): -2.29 / -6.99 eV
Total charge: 0
Orbital gap (spin up / spin down): 2.344 / 6.990 eV
Calculated total energy: -367.995794 hartree
Lowest unoccupied orbital energy (spin up / spin down): 0.05 / 0.00 eV
ΔE to the lowest compared entry with this formula, charge and spin: 334.46 kJ/mol

```
24
Properties=species:S:1:pos:R:3:forces:R:3
C 1.02336 0.18279 -2.39034 -0.403 1.441 -0.749
C 0.79687 0.20526 -0.90270 0.355 -0.821 0.561
C 0.49948 1.59102 -0.39448 0.242 1.125 1.922
C -0.33351 1.66412 0.92840 -0.313 -0.584 -1.721
C -0.39562 0.92972 3.29396 -1.583 -0.543 1.374
C 0.32392 1.29194 2.19100 0.644 -0.531 -0.708
N -0.33304 -0.81167 -0.53377 0.001 2.015 -1.055
H 1.95478 0.69537 -2.64693 0.533 -0.836 0.329
H 0.89487 -0.77928 -2.90223 0.256 0.310 0.107
H 0.39397 0.98493 -2.82851 -0.573 -0.968 -0.058
H 1.63341 -0.16301 -0.31520 0.212 -0.245 -0.053
H 1.43672 2.12786 -0.12846 -0.149 -0.680 -0.391
H 0.03478 2.26056 -1.11375 -0.326 -0.326 -0.472
H -1.28395 1.10731 0.68914 0.079 -0.342 0.547
H -0.77700 2.64607 0.85711 -0.054 1.092 0.529
H -1.42373 0.54258 3.29014 0.109 0.345 -0.646
H -0.07408 0.92988 4.32436 0.782 0.028 -0.051
H 1.39812 1.45483 2.29563 -0.134 0.243 -0.234
H -0.32632 -1.02787 0.47093 0.359 -0.057 0.003
H -0.30572 -1.59142 -1.18406 0.018 -0.435 0.468
H -1.20408 -0.28592 -0.70915 -0.115 -0.372 0.277
H -1.02259 -4.55853 -0.04469 0.045 0.031 0.135
H -1.63193 -5.10263 -1.31422 -0.047 0.038 -0.144
O -1.27870 -4.29395 -0.93217 0.063 0.071 0.032
```
Forces are in eV/Å.

=====

- What is the formula in the first record?
  C6H16N4O2

=====

- Among the records above, which one has the highest ΔE to the lowest compared entry with this formula, charge and spin?
  number 4

=====

- total charge of number 4 (C6H16NO)?
  0